[1]
C20H17HfNO2S as an isolated structure, computed with wB97M-V/def2-TZVPD.

Electronic energy in eV: -38744.4266
Net charge: 0
Kohn-Sham gap in eV: 6.9
ΔE to the lowest compared entry with this formula, charge and spin in kcal per mole: 0.00

Structure (XYZ):
```
42
C20H17HfNO2S | OMol25 | wB97M-V/def2-TZVPD
Hf 0.607 0.551 -0.308
C -2.166 1.449 -2.880
C -1.226 2.106 -1.898
C 0.072 2.474 -2.264
C 0.925 3.130 -1.366
C 0.468 3.517 -0.089
C -0.832 3.120 0.294
C -1.666 2.427 -0.591
H -1.812 1.687 -3.884
H -3.182 1.803 -2.742
H -2.195 0.337 -2.771
H 0.433 2.157 -3.208
H 1.960 3.307 -1.563
H 1.177 3.956 0.607
H -1.152 3.283 1.298
H -2.641 2.103 -0.240
O 2.323 -0.414 0.362
C 2.533 0.515 1.243
O 2.545 1.697 0.866
C 2.334 0.151 2.671
C 3.258 -0.192 3.635
C 2.878 -0.516 4.931
C 1.538 -0.442 5.249
C 0.587 -0.201 4.251
C 0.980 0.125 2.959
S -0.392 0.478 1.891
H 4.299 -0.194 3.363
H 3.596 -0.730 5.702
H 1.206 -0.605 6.249
H -0.463 -0.252 4.526
N -0.454 -0.834 -0.854
C -0.904 -1.975 -1.458
C -0.273 -2.344 -2.668
C -0.740 -3.432 -3.383
C -1.788 -4.170 -2.969
C -2.392 -3.836 -1.758
C -1.965 -2.769 -0.980
H 0.555 -1.713 -2.956
H -0.288 -3.714 -4.325
H -2.132 -5.015 -3.512
H -3.198 -4.491 -1.389
H -2.417 -2.535 -0.040
```

[2]
C20H17I2IrN10O5S as an isolated structure, computed with wB97M-V/def2-TZVPD.

Electronic energy in eV: -76018.8327
Net charge: +1
Spin multiplicity: 6
Kohn-Sham gap (alpha / beta) in eV: 8.0 / 5.9
ΔE to the lowest compared entry with this formula, charge and spin in kcal per mole: 22.42

Structure (XYZ):
```
56
C20H17I2IrN10O5S | OMol25 | wB97M-V/def2-TZVPD
Ir -0.199 -0.723 -0.316
I -1.009 1.895 6.554
C -0.747 0.584 4.979
C -1.636 -0.478 4.811
C -1.454 -1.339 3.760
I -2.806 -2.855 3.420
C -0.341 -1.177 2.818
O -0.195 -1.978 1.868
C 0.544 -0.026 3.025
C 1.745 0.272 2.137
N 1.783 -0.602 0.968
C 2.985 -0.634 0.146
C 2.827 -1.813 -0.793
C 3.908 -2.485 -1.334
C 3.674 -3.575 -2.158
C 2.367 -3.966 -2.412
C 1.337 -3.239 -1.845
N 1.568 -2.184 -1.055
C 0.325 0.798 4.084
H -2.463 -0.616 5.493
H 2.651 0.157 2.742
H 1.712 1.313 1.808
H 1.621 -1.546 1.303
H 3.893 -0.758 0.741
H 3.079 0.298 -0.419
H 4.916 -2.161 -1.106
H 4.505 -4.119 -2.588
H 2.146 -4.820 -3.038
H 0.297 -3.481 -2.027
H 0.984 1.644 4.248
O -4.957 2.894 0.416
C -3.904 3.625 0.122
O -3.966 4.790 -0.181
C -2.568 2.951 0.158
C -1.392 3.627 -0.070
N -0.402 2.727 -0.020
N -0.858 1.489 0.217
C -2.174 1.610 0.329
C -2.929 0.367 0.688
O -4.123 0.440 0.965
O -2.209 -0.689 0.711
H -4.710 1.960 0.666
H -1.229 4.680 -0.241
H 0.575 2.888 -0.182
N -0.016 2.621 -4.717
N 0.391 1.577 -3.930
N 1.174 0.625 -4.383
C 1.356 -0.094 -3.287
N 0.709 0.428 -2.234
N 0.091 1.516 -2.674
H 0.093 2.371 -5.688
H -0.944 2.921 -4.459
H 1.949 -0.994 -3.266
S -3.993 -2.799 -1.544
C -2.546 -2.189 -1.576
N -1.434 -1.729 -1.634
```